A | Density functional theory data (the ωB97M-V functional and the def2-TZVPD basis) for a cluster of 2 separate species, C9H14 in total.

Computed properties:
Gap between HOMO and LUMO in eV: 9.963
LUMO energy in eV: 1.02
Spin multiplicity: 1
SMILES: Cc1ccccc1.CC
E_HOMO in eV: -8.94

XYZ file:
```
23
C9H14 | the Open Molecules 2025 dataset | the ωB97M-V functional and the def2-TZVPD basis
C -2.5101 0.2599 -0.3483
C -1.1876 0.0673 -0.9074
C -0.3287 1.0968 -0.8394
C -0.9379 -1.1396 -1.5460
C 0.9284 1.0673 -1.4958
C 0.1850 -1.1497 -2.3510
C 1.1130 -0.0466 -2.2511
H -3.2536 -0.5560 -0.6625
H -2.9233 1.2459 -0.5231
H -0.7542 2.0007 -0.3087
H -1.7960 -1.8190 -1.6028
H 1.6960 1.9094 -1.6020
H 0.3800 -2.0781 -2.9444
H 1.8900 -0.1224 -2.9062
H -2.7598 0.2982 0.7827
C 1.6052 -0.5370 1.9037
C 1.0109 0.2804 3.0377
H 0.9514 -0.4430 0.8929
H 2.6115 -0.2104 1.6611
H 1.7627 -1.6301 2.0655
H 0.6155 1.2747 2.7063
H 0.0263 -0.1869 3.3805
H 1.6753 0.4183 3.8582
```

---

B | Density functional theory data (the ωB97M-V functional and the def2-TZVPD basis) for a cluster of 2 separate species, C9H14 in total.

Computed properties:
Gap between HOMO and LUMO in eV: 9.865
LUMO energy in eV: 0.99
Spin multiplicity: 1
SMILES: Cc1ccccc1.CC
E_HOMO in eV: -8.87

XYZ file:
```
23
C9H14 | the Open Molecules 2025 dataset | the ωB97M-V functional and the def2-TZVPD basis
C -3.1728 -0.8868 1.9226
C -0.6094 -0.5690 -0.8098
C -0.8919 0.7946 -1.1948
C -1.3287 -1.1051 0.2875
C -2.2588 -0.3001 0.9189
C -1.6699 1.6286 -0.3660
C -2.3813 1.0401 0.6690
H 0.1084 -1.3004 -1.2135
H -0.4625 1.0342 -2.0849
H -1.0660 -2.1490 0.7939
H -1.8549 2.7128 -0.5630
H -3.3292 -0.4087 2.8874
H -3.0860 -1.9105 2.1558
H -3.1683 1.5855 1.2767
H -4.1722 -0.7774 1.4201
C 2.9694 0.1598 -1.0523
C 4.3375 0.0076 -0.5123
H 3.0804 0.8948 -1.9696
H 2.6218 -0.7758 -1.4199
H 2.1954 0.5870 -0.3200
H 5.2499 -0.3745 -1.0606
H 4.2233 -0.8739 0.1615
H 4.6659 0.9862 0.0734
```

---

C | Density functional theory data (the ωB97M-V functional and the def2-TZVPD basis) for a cluster of 2 separate species, C9H14 in total.

Computed properties:
Gap between HOMO and LUMO in eV: 10.115
LUMO energy in eV: 0.97
Spin multiplicity: 1
SMILES: Cc1ccccc1.CC
E_HOMO in eV: -9.14

XYZ file:
```
23
C9H14 | the Open Molecules 2025 dataset | the ωB97M-V functional and the def2-TZVPD basis
C -0.3427 0.3843 2.7750
C -0.7730 -1.5709 1.2674
C -0.9924 -0.2420 1.5801
C -1.2157 -2.1007 0.0452
C -1.7585 0.5287 0.7826
C -1.8817 -1.2411 -0.7777
C -2.1896 0.0700 -0.4514
H -0.0438 -2.1069 1.9315
H -0.8261 -2.9863 -0.0151
H -0.7100 0.6127 3.7204
H -0.0266 1.4126 2.6307
H -2.0965 1.5627 1.0683
H -2.2264 -1.8534 -1.6647
H -2.8124 0.6796 -1.1543
H 0.6237 -0.1165 2.7984
C 2.6682 0.8119 -2.4230
C 1.6323 0.9866 -1.1479
H 2.7317 1.6933 -3.1173
H 3.7356 0.4647 -2.2306
H 2.3593 -0.0333 -2.8577
H 1.7655 0.0195 -0.6780
H 0.5934 1.2079 -1.5619
H 1.7856 1.8165 -0.5201
```

---

D | Density functional theory data (the ωB97M-V functional and the def2-TZVPD basis) for a cluster of 2 separate species, C9H14 in total.

Computed properties:
Gap between HOMO and LUMO in eV: 9.953
LUMO energy in eV: 1.03
Spin multiplicity: 1
SMILES: Cc1ccccc1.CC
E_HOMO in eV: -8.93

XYZ file:
```
23
C9H14 | the Open Molecules 2025 dataset | the ωB97M-V functional and the def2-TZVPD basis
C -0.8665 4.0541 0.8767
C -0.2891 0.3217 -1.1446
C -0.8162 1.4361 -1.7881
C 0.1863 0.4735 0.1637
C -0.8009 2.7115 -1.2225
C 0.0736 1.7189 0.7944
C -0.4715 2.8160 0.1312
H -0.3302 -0.6867 -1.5317
H -1.2940 1.2850 -2.7493
H 0.6925 -0.2593 0.7740
H -0.9056 3.6224 -1.7946
H 0.6685 1.8670 1.6838
H -0.8498 3.9584 1.9649
H -1.9358 4.1812 0.6810
H -0.3098 4.9484 0.5977
C 0.6221 -3.6460 0.8870
C 1.2479 -4.4526 -0.2669
H 0.1731 -4.2033 1.7045
H 1.3684 -2.9692 1.3055
H -0.2706 -3.1413 0.4937
H 1.9047 -3.8620 -0.8935
H 0.4037 -4.8732 -0.8131
H 1.7993 -5.3005 0.1465
```

---

Name the least stable of them. C.

---

A | Density functional theory data (the ωB97M-V functional and the def2-TZVPD basis) for a cluster of 2 separate species, C9H14 in total.

Computed properties:
Gap between HOMO and LUMO in eV: 10.009
LUMO energy in eV: 1.00
Spin multiplicity: 1
SMILES: Cc1ccccc1.CC
E_HOMO in eV: -9.01

XYZ file:
```
23
C9H14 | the Open Molecules 2025 dataset | the ωB97M-V functional and the def2-TZVPD basis
C 1.7977 -0.8473 1.5507
C 0.4797 -1.4850 1.3621
H 2.3192 -0.7825 2.5454
H 2.4762 -1.3813 0.7283
H 1.8107 0.1648 1.2188
H 0.4017 -2.1113 0.5223
H -0.3842 -0.7472 1.2232
H 0.2866 -1.9938 2.3478
C 0.4446 2.4151 -0.0377
C -0.2505 -0.8663 -1.8806
C 0.2823 0.4557 -1.5409
C -1.5916 -1.0187 -1.5069
C -0.3214 1.2446 -0.5690
C -2.2542 -0.1619 -0.5825
C -1.6142 0.9035 -0.0524
H 0.0883 -1.6428 -2.5000
H 1.3868 0.5242 -1.6601
H -2.1070 -1.9464 -1.7521
H -3.3084 -0.4106 -0.4122
H 0.9137 2.7913 -0.9473
H 1.1771 2.2289 0.7339
H -1.8625 1.4674 0.8527
H -0.1707 3.1998 0.3566
```

---

B | Density functional theory data (the ωB97M-V functional and the def2-TZVPD basis) for a structure of composition C9H14.

Computed properties:
Gap between HOMO and LUMO in eV: 8.897
LUMO energy in eV: 0.69
Spin multiplicity: 1
E_HOMO in eV: -8.21

XYZ file:
```
23
C9H14 | the Open Molecules 2025 dataset | the ωB97M-V functional and the def2-TZVPD basis
C 0.8911 0.1604 1.7861
C 1.5223 1.2435 1.7758
C 0.1930 -1.0737 1.8777
C 0.8446 1.0140 0.3921
C -0.2617 -0.7351 0.4926
C -0.1903 1.9877 -0.1674
C 1.8407 0.8370 -0.7343
C 0.2164 -1.4527 -0.6980
C -1.7602 -0.5240 0.4966
H 0.6689 -1.9823 2.0230
H -0.6422 -0.9992 2.6576
H 0.1606 2.9947 -0.2834
H -1.0358 2.0732 0.5508
H -0.6156 1.6340 -1.0855
H 2.2993 1.8049 -0.7516
H 1.3075 0.5216 -1.6678
H 2.6539 0.1233 -0.6223
H 1.3497 -1.6394 -0.6416
H 0.0224 -0.9728 -1.6697
H -0.2629 -2.4476 -0.7523
H -2.0903 -1.5760 0.4581
H -2.1805 0.0541 -0.3688
H -2.0840 -0.0299 1.3458
```

---

C | Density functional theory data (the ωB97M-V functional and the def2-TZVPD basis) for a cluster of 2 separate species, C9H14 in total.

Computed properties:
Gap between HOMO and LUMO in eV: 9.744
LUMO energy in eV: 0.97
Spin multiplicity: 1
SMILES: Cc1ccccc1.CC
E_HOMO in eV: -8.78

XYZ file:
```
23
C9H14 | the Open Molecules 2025 dataset | the ωB97M-V functional and the def2-TZVPD basis
C -0.9003 0.5071 -3.9923
C -1.1192 1.3264 -2.7328
H -0.7305 -0.5772 -3.8272
H -1.6863 0.7826 -4.6022
H 0.0375 0.8289 -4.4869
H -1.3314 0.7339 -1.9049
H -0.1627 1.8582 -2.4880
H -2.1241 1.9170 -2.7293
C 0.9367 -2.4748 0.5048
C 0.9011 0.6045 2.4239
C 1.1241 -0.7165 2.0841
C -0.1064 1.3857 1.8547
C 0.5038 -1.2161 0.9428
C -0.6501 0.9300 0.6183
C -0.4464 -0.3856 0.2181
H 1.2894 1.1999 3.3385
H 1.9894 -1.2901 2.5029
H -0.1992 2.4007 2.2395
H -0.8813 1.5811 -0.1788
H 1.2502 -2.4375 -0.5833
H 0.2592 -3.2620 0.6460
H -0.9448 -0.6663 -0.6333
H 1.7743 -2.8335 1.1767
```

---

Name the least stable of them. B.

---

A | Density functional theory data (the ωB97M-V functional and the def2-TZVPD basis) for a cluster of 2 separate species, C9H14 in total.

Computed properties:
Gap between HOMO and LUMO in eV: 10.057
LUMO energy in eV: 1.03
Spin multiplicity: 1
SMILES: Cc1ccccc1.CC
E_HOMO in eV: -9.03

XYZ file:
```
23
C9H14 | the Open Molecules 2025 dataset | the ωB97M-V functional and the def2-TZVPD basis
C 1.1012 0.9680 -3.0855
C 1.2823 2.2987 -2.3315
H 1.7114 1.0267 -3.9816
H 1.4884 0.1488 -2.4757
H 0.0595 0.7963 -3.3561
H 0.6431 2.2979 -1.4414
H 2.3139 2.4659 -2.0442
H 0.9211 3.0882 -2.9835
C 0.4682 -1.6542 3.2192
C -1.7506 -0.2524 -0.1858
C -2.1017 0.1543 1.0952
C -0.5706 -0.9537 -0.3699
C -1.3354 -0.2358 2.1860
C 0.1582 -1.4145 0.7241
C -0.2795 -1.1254 2.0067
H -2.4040 -0.0776 -1.0255
H -2.9953 0.7341 1.2683
H -0.2554 -1.1735 -1.3811
H -1.5729 0.1202 3.1794
H 1.0987 -1.9247 0.5259
H 1.0500 -0.8252 3.6346
H 1.1856 -2.3913 2.8714
H -0.2166 -2.0709 3.9508
```

---

B | Density functional theory data (the ωB97M-V functional and the def2-TZVPD basis) for a cluster of 2 separate species, C9H14 in total.

Computed properties:
Gap between HOMO and LUMO in eV: 10.065
LUMO energy in eV: 1.03
Spin multiplicity: 1
SMILES: Cc1ccccc1.CC
E_HOMO in eV: -9.04

XYZ file:
```
23
C9H14 | the Open Molecules 2025 dataset | the ωB97M-V functional and the def2-TZVPD basis
C 1.5334 0.0007 -2.8234
C 1.0868 2.6978 -0.1805
C 0.6439 1.9640 0.9297
C 1.4304 2.0465 -1.3471
C 1.1594 0.6987 -1.5587
C 0.6142 0.5690 0.8096
C 0.7956 -0.0344 -0.4269
H 1.2284 3.7080 0.1849
H 0.4612 2.4668 1.8718
H 1.8592 2.6265 -2.1655
H 0.4508 0.0178 1.7332
H 0.6693 -0.0548 -3.5057
H 1.9806 -0.9816 -2.6402
H 0.6615 -1.1017 -0.3952
H 2.2579 0.5378 -3.4302
C -1.9218 -2.5997 1.4377
C -2.2337 -1.2058 1.9154
H -1.1385 -2.6240 0.6710
H -1.8065 -3.5049 2.0339
H -2.7119 -2.9743 0.7515
H -3.2872 -0.8953 1.8498
H -1.6951 -0.4605 1.3335
H -2.0380 -0.8966 2.9515
```

---

C | Density functional theory data (the ωB97M-V functional and the def2-TZVPD basis) for a cluster of 2 separate species, C9H14 in total.

Computed properties:
Gap between HOMO and LUMO in eV: 10.078
LUMO energy in eV: 1.06
Spin multiplicity: 1
SMILES: Cc1ccccc1.CC
E_HOMO in eV: -9.01

XYZ file:
```
23
C9H14 | the Open Molecules 2025 dataset | the ωB97M-V functional and the def2-TZVPD basis
C 0.3213 2.0074 -1.8051
C -0.5992 1.0168 -2.5142
H 0.5239 1.8254 -0.7484
H 1.2559 2.0850 -2.3475
H -0.1945 2.9640 -1.8277
H -0.6711 1.3346 -3.5524
H -1.5472 0.8448 -2.0134
H -0.1936 -0.0011 -2.5960
C -1.8909 -1.3241 0.1875
C -0.4304 -0.9122 2.2190
C -0.5594 -0.9958 0.8279
C 0.7361 -0.4472 2.8115
C 0.6204 -0.9016 0.1088
C 1.8428 -0.1432 2.0204
C 1.8256 -0.4669 0.6687
H -1.2925 -0.9924 2.8736
H 0.8105 -0.3914 3.8865
H -2.6498 -1.3781 0.9646
H -1.8251 -2.2149 -0.4282
H 0.6343 -1.0899 -0.9629
H 2.7053 0.3316 2.4681
H 2.7516 -0.6974 0.1588
H -2.1739 -0.4535 -0.3997
```

---

Name the least stable of them. B.